C16H31CdF3P2 | ωB97M-V with the def2-TZVPD basis set

Structure (XYZ):
```
53
Properties=species:S:1:pos:R:3
P 0.29 -1.77 -1.68
P 0.37 2.02 -1.06
C 0.23 -0.30 -2.76
C 1.07 0.93 -2.34
H -0.83 -0.06 -2.90
H 0.60 -0.65 -3.74
H 2.09 0.62 -2.05
H 1.17 1.56 -3.24
C -0.56 3.30 -1.95
H -0.93 4.05 -1.23
H -1.44 2.87 -2.45
H 0.06 3.81 -2.70
C 1.70 2.83 -0.16
H 1.99 3.74 -0.70
H 2.59 2.18 -0.08
H 1.41 3.14 0.86
C -1.03 -2.90 -2.28
H -1.33 -3.64 -1.51
H -0.69 -3.46 -3.17
H -1.93 -2.31 -2.53
C 1.88 -2.54 -2.12
H 2.63 -1.75 -2.27
H 1.78 -3.11 -3.05
H 2.25 -3.21 -1.33
Cd 2.85 0.93 3.08
C -1.16 1.16 -0.28
C -2.11 0.23 -0.84
C -3.05 -0.46 0.07
C -2.45 -1.43 1.16
C -1.42 -2.22 0.54
C -0.10 -1.82 0.12
C 0.53 -0.54 0.78
C -0.40 0.64 1.01
C 2.05 -0.77 4.02
H -1.75 2.04 0.07
H -2.49 0.45 -1.84
H -3.68 -1.10 -0.57
H -3.70 0.27 0.60
H -2.12 -0.89 2.07
H -3.22 -2.13 1.53
H -1.65 -3.29 0.41
H 0.56 -2.69 0.36
H 1.43 -0.25 0.20
H 0.95 -0.87 1.74
H -1.11 0.42 1.80
H 0.19 1.45 1.46
H 2.90 -1.27 4.52
H 1.59 -1.45 3.30
H 1.31 -0.48 4.77
F -0.20 1.28 3.94
C 1.00 1.97 3.93
F 0.71 3.14 3.24
F 1.18 2.36 5.25
```

Computed properties:
Molecular weight = 454.78 u
HOMO level (spin up / spin down) = -5.71 / -4.93 eV
E_LUMO (spin up / spin down) = -0.27 / -0.44 eV
2S+1 = 1
Energy relative to the best compared isomer or geometry (same formula, charge and spin) = 95.3 kcal per mole
Energy = -48379.4763 eV